(1)
This record from the Open Molecules 2025 dataset describes a cluster of 9 separate species, C4H27N3O9 in total. The level of theory is ωB97M-V/def2-TZVPD.

```
43
Properties=species:S:1:pos:R:3:forces:R:3:nbo_charge:R:1
C -0.589 -0.743 -0.718 -0.032 0.107 0.101 -0.632
C 0.761 -0.404 -0.079 -0.350 -0.488 0.190 -0.146
N 1.846 -1.300 -0.470 0.311 0.093 -0.171 -0.662
C 2.353 -1.124 -1.830 -0.092 0.606 0.149 -0.052
N 3.361 -0.084 -1.940 -0.145 -0.127 -0.486 -0.846
C 0.679 -0.523 1.446 0.205 0.302 0.428 0.726
N 1.402 0.342 2.168 0.069 0.143 -0.284 -0.776
O 0.013 -1.400 2.020 0.051 0.273 -0.200 -0.734
H -0.846 -1.781 -0.505 -0.011 0.048 -0.113 0.216
H -1.392 -0.103 -0.338 0.150 -0.049 -0.031 0.219
H -0.523 -0.591 -1.796 -0.029 -0.099 0.017 0.210
H 1.001 0.631 -0.332 0.300 -0.037 0.050 0.213
H 1.622 -2.271 -0.289 -0.289 -0.003 0.017 0.398
H 1.527 -0.928 -2.544 0.440 0.123 0.165 0.155
H 2.828 -2.045 -2.147 -0.051 -0.306 0.083 0.189
H 3.010 0.845 -1.752 -0.031 -0.019 0.089 0.364
H 4.142 -0.288 -1.330 -0.136 0.117 0.082 0.360
H 2.030 1.005 1.733 -0.183 0.076 -0.035 0.428
H 1.380 0.283 3.175 0.024 -0.137 -0.156 0.404
O -2.540 -4.364 0.339 -0.060 -0.160 0.033 -0.960
H -2.674 -5.096 0.951 0.019 0.023 0.100 0.487
H -2.891 -4.688 -0.497 0.019 0.116 -0.071 0.487
O -1.079 3.774 -1.454 0.096 0.087 0.256 -0.995
H -1.657 3.496 -2.167 -0.066 -0.110 0.039 0.478
H -1.318 3.257 -0.643 -0.116 0.069 -0.328 0.516
O 1.593 3.580 -1.741 -0.276 0.192 -0.351 -0.987
H 0.617 3.668 -1.622 0.089 -0.184 -0.035 0.512
H 1.808 4.300 -2.343 0.190 -0.075 0.001 0.476
O 0.406 -3.789 0.721 0.262 -0.118 -0.032 -0.995
H 0.289 -2.983 1.260 -0.234 -0.295 -0.034 0.492
H -0.479 -4.108 0.509 -0.041 0.169 0.038 0.480
O 2.731 3.385 0.655 -0.163 -0.011 -0.362 -0.998
H 2.401 3.473 -0.279 0.168 -0.129 0.623 0.500
H 2.479 4.225 1.051 0.061 -0.051 0.119 0.460
O -1.617 2.372 0.760 -0.344 -0.038 0.550 -0.990
H -2.424 1.807 0.856 0.115 -0.060 -0.311 0.515
H -1.653 2.906 1.564 0.247 0.060 -0.150 0.479
O -2.681 -1.690 1.736 0.016 0.159 0.263 -1.005
H -1.715 -1.585 1.868 -0.138 -0.178 -0.069 0.510
H -2.808 -2.543 1.306 0.064 -0.022 -0.131 0.498
O -3.729 0.703 1.035 0.208 0.395 0.264 -0.996
H -3.336 -0.142 1.355 -0.370 -0.228 -0.340 0.521
H -4.328 0.518 0.309 0.054 -0.235 0.032 0.480
```
Forces are in eV/Å.

Calculated values
Kohn-Sham gap: 8.710 eV
Energy above the lowest of the compared OMol25 structures with the same formula, charge and spin: 0.00 kcal per mole
Total charge: 0
Maximum force: 0.013 hartree/bohr
Electronic energy: -27486.322 eV

(2)
This record from the Open Molecules 2025 dataset describes a cluster of 15 separate species, C4H28BO22 in total at a distorted geometry. The level of theory is ωB97M-V/def2-TZVPD.

```
55
Properties=species:S:1:pos:R:3:forces:R:3:nbo_charge:R:1
O 1.538 -0.190 -3.177 -0.509 2.187 0.130 -0.578
C 1.138 0.647 -2.374 0.598 -5.099 -3.467 0.691
O 0.234 0.306 -1.545 -2.807 0.127 2.639 -0.638
B 0.129 1.309 -0.470 0.979 0.756 -0.993 1.166
O 1.238 2.226 -0.840 -2.157 1.203 2.448 -0.632
C 1.797 1.819 -1.910 4.373 1.325 0.425 0.662
O 2.951 2.073 -2.160 -0.224 0.552 -1.065 -0.549
O 0.297 0.777 0.913 2.930 0.175 -3.762 -0.622
C -0.741 1.101 1.522 -0.176 -2.378 6.419 0.679
O -0.923 0.678 2.650 -0.174 1.087 -0.082 -0.606
C -1.670 1.823 0.746 -5.180 0.135 -0.936 0.702
O -1.167 2.013 -0.406 1.031 0.523 -2.043 -0.597
O -2.864 1.905 1.019 1.351 0.888 0.087 -0.604
O 0.310 -2.727 -1.263 0.706 -0.133 0.145 -0.971
H 1.195 -2.359 -1.125 -0.183 -0.238 -0.165 0.471
H -0.268 -2.091 -0.822 -0.220 0.157 0.188 0.491
O -0.836 -2.240 -3.784 -0.046 -1.095 -2.191 -0.968
H -0.324 -2.391 -3.024 1.522 -0.784 1.652 0.477
H -1.370 -1.542 -3.489 -1.664 1.763 0.261 0.472
O -1.655 -1.280 0.015 -0.234 0.242 0.159 -0.991
H -2.284 -1.893 -0.351 -0.569 -0.171 -1.079 0.484
H -1.671 -1.602 0.923 0.748 0.102 1.196 0.509
O -2.430 -0.063 -2.511 -0.107 -0.096 -1.352 -0.982
H -3.221 0.066 -1.991 -0.502 -0.118 0.506 0.496
H -1.696 0.054 -1.927 0.472 0.041 0.552 0.471
O -3.159 -0.441 3.510 -2.302 -1.410 1.247 -0.981
H -3.752 0.300 3.687 -0.019 -0.010 -0.249 0.477
H -2.412 -0.085 3.101 1.796 0.893 -0.800 0.472
O 1.544 -1.350 1.934 1.287 0.215 0.207 -0.961
H 2.316 -1.364 2.531 -0.623 0.159 -0.342 0.492
H 1.284 -0.422 1.800 0.309 -0.314 0.106 0.503
O 2.248 -1.047 -5.950 0.540 0.142 -2.615 -0.933
H 2.094 -0.478 -5.247 -0.451 2.502 1.802 0.468
H 2.173 -1.821 -5.453 -0.102 -2.647 0.740 0.465
O 0.578 0.534 5.134 1.275 0.775 -1.305 -0.972
H 0.080 0.813 4.341 -0.108 -0.562 0.779 0.495
H 0.001 0.251 5.816 -1.138 -0.337 0.540 0.472
O -0.756 -2.330 2.424 0.028 -1.014 -0.743 -0.978
H -0.582 -3.112 1.861 -0.448 0.223 0.486 0.460
H 0.150 -1.949 2.376 -0.295 0.226 0.351 0.492
O -4.417 0.025 -0.492 0.150 -0.967 0.807 -0.967
H -4.082 0.869 -0.156 -0.047 -0.161 0.225 0.493
H -4.144 -0.651 0.188 -0.396 1.289 -0.934 0.484
O -4.617 1.978 3.296 -0.851 -0.547 -0.428 -0.979
H -4.353 2.428 4.092 0.586 0.466 -0.089 0.475
H -4.013 2.085 2.541 0.204 0.284 0.613 0.510
O 5.341 1.133 -0.783 2.161 -0.692 2.128 -0.932
H 4.600 1.218 -1.309 -2.412 0.577 -2.219 0.473
H 5.013 0.590 -0.055 0.333 0.160 0.099 0.458
O 3.765 -1.555 -3.022 -0.240 0.242 0.236 -0.951
H 4.086 -1.659 -2.127 0.354 -0.164 0.205 0.452
H 3.056 -0.887 -2.924 0.452 -0.432 -0.472 0.478
O 3.758 2.737 1.573 -0.624 0.122 1.513 -0.948
H 3.551 2.757 0.648 -0.242 0.097 -0.857 0.482
H 2.939 2.992 2.055 0.867 -0.268 -0.705 0.466
```
Forces are in eV/Å.

Calculated values
Kohn-Sham gap: 8.785 eV
Energy above the lowest of the compared OMol25 structures with the same formula, charge and spin: 50.92 kcal per mole
Total charge: -1
Maximum force: 0.133 hartree/bohr
Electronic energy: -50331.965 eV

(3)
This record from the Open Molecules 2025 dataset describes a cluster of 10 separate species, C4H28NO10S in total at a distorted geometry. The level of theory is ωB97M-V/def2-TZVPD.

```
44
Properties=species:S:1:pos:R:3:forces:R:3:nbo_charge:R:1
C -0.948 0.116 0.053 0.893 1.283 -1.891 -0.048
O -1.616 -0.853 -0.649 -0.502 -0.540 -0.416 -0.968
C 0.390 -0.386 0.635 -1.921 -0.509 2.010 -0.102
C 0.985 0.697 1.544 0.373 -1.378 -0.667 -0.407
C 2.192 0.284 2.390 -0.158 1.334 0.542 -0.515
S 3.905 0.232 1.773 0.183 -0.154 -0.063 -0.073
N -0.018 -1.502 1.557 1.040 -0.426 -0.020 -0.899
H -0.750 0.964 -0.647 0.164 -0.389 0.350 0.142
H -1.554 0.635 0.820 0.063 -0.625 0.479 0.135
H 1.068 -0.855 -0.072 0.118 0.596 -0.407 0.195
H 1.159 1.607 0.968 0.146 0.173 0.252 0.194
H 0.208 0.836 2.295 -0.174 0.641 -0.113 0.221
H 1.990 -0.606 2.977 0.020 -0.375 -0.384 0.222
H 2.221 1.086 3.134 0.292 -0.094 0.108 0.209
H 3.795 0.419 0.453 -0.443 -0.071 -0.037 0.133
H -0.182 -1.123 2.479 -0.159 -0.066 0.108 0.347
H -0.883 -1.939 1.259 -0.124 0.232 -0.244 0.394
H -3.083 -1.418 -0.009 0.201 0.286 0.646 0.515
H -4.363 -1.084 0.867 0.058 0.077 -0.161 0.449
O -3.630 -1.695 0.778 -0.212 -0.311 -0.107 -1.005
H -2.598 2.634 2.156 -0.184 -0.007 0.345 0.457
H -1.200 2.973 1.884 0.265 0.460 0.044 0.478
O -1.811 2.933 2.625 -0.191 -0.608 0.137 -0.937
H -2.167 -0.109 -3.630 -0.144 -0.440 0.266 0.471
H -1.510 -0.441 -2.100 -0.994 0.364 -0.099 0.511
O -1.516 0.122 -2.970 0.857 0.357 -0.027 -1.058
H 1.509 -0.170 -2.327 0.818 0.388 -0.464 0.480
H 0.312 0.216 -3.037 -0.259 0.584 -0.675 0.494
O 1.243 0.512 -2.972 -0.581 -0.459 0.838 -1.002
H -2.319 3.879 0.023 -0.283 0.298 0.199 0.458
H -0.904 4.075 -0.207 -0.071 0.509 0.033 0.494
O -1.612 4.448 0.356 0.242 -0.514 -0.683 -0.963
H 1.202 -2.180 -1.783 0.142 -0.365 -0.333 0.507
H 2.564 -2.687 -2.323 -0.107 0.083 -0.274 0.478
O 2.145 -1.912 -1.937 0.025 -0.169 0.350 -1.006
H 1.761 -2.905 1.069 -0.075 0.306 -0.125 0.491
H 2.519 -2.954 -0.310 -0.235 0.315 0.485 0.481
O 2.299 -3.460 0.487 0.152 -0.489 0.004 -0.994
H -0.962 -2.265 -1.369 0.558 -0.102 0.981 0.519
H 0.123 -2.991 -0.468 -0.432 -0.054 0.235 0.481
O -0.286 -2.992 -1.341 0.211 -0.191 -0.876 -0.995
H -0.077 2.387 -2.172 -0.388 0.291 -0.172 0.517
H 0.523 2.498 -0.862 0.009 0.278 0.219 0.474
O -0.125 2.976 -1.397 0.810 -0.519 -0.393 -0.973
```
Forces are in eV/Å.

Calculated values
Kohn-Sham gap: 8.484 eV
Energy above the lowest of the compared OMol25 structures with the same formula, charge and spin: 45.11 kcal per mole
Total charge: -1
Maximum force: 0.055 hartree/bohr
Electronic energy: -37404.865 eV

(4)
This record from the Open Molecules 2025 dataset describes a cluster of 11 separate species, C4H28NO12 in total at a distorted geometry. The level of theory is ωB97M-V/def2-TZVPD.

```
45
Properties=species:S:1:pos:R:3:forces:R:3:nbo_charge:R:1
O -1.871 0.116 -2.126 -0.138 -0.613 -0.254 -0.647
C -1.034 -0.704 -1.772 0.027 1.533 0.495 0.544
N 0.004 -0.393 -0.963 0.426 -1.159 -0.086 -0.650
C 0.869 -1.465 -0.448 0.196 -0.214 0.120 -0.225
C 2.030 -0.906 0.375 -0.021 -0.167 -0.256 -0.458
C 1.663 -0.555 1.831 0.163 0.515 -0.422 -0.064
O 1.729 0.829 2.109 -0.104 0.131 0.124 -0.785
H -1.053 -1.744 -2.098 0.042 -0.282 -0.069 0.122
H 0.066 0.497 -0.486 -0.325 0.334 -0.180 0.436
H 1.269 -2.072 -1.268 -0.110 0.261 -0.107 0.200
H 0.270 -2.156 0.150 0.024 -0.012 0.113 0.195
H 2.861 -1.617 0.328 -0.193 -0.054 0.158 0.224
H 2.428 -0.030 -0.144 -0.041 0.114 0.194 0.231
H 0.655 -0.951 2.036 0.132 -0.064 0.151 0.145
H 2.388 -0.995 2.515 -0.153 -0.280 0.040 0.173
H -0.696 1.647 1.423 -0.530 -0.319 0.397 0.512
H -0.619 0.952 2.844 0.180 -0.091 0.297 0.482
O -1.282 1.106 2.168 0.356 0.427 -0.705 -1.060
H -1.721 1.939 -1.908 0.172 0.692 0.226 0.495
H -0.994 2.660 -0.760 -0.211 0.162 -0.358 0.493
O -1.452 2.842 -1.615 0.049 -0.633 0.014 -1.026
H -2.361 -2.542 0.821 -0.086 -0.270 -0.117 0.519
H -2.971 -3.376 -0.358 0.290 0.048 0.357 0.475
O -2.312 -3.414 0.352 -0.365 0.264 -0.296 -1.007
H 1.233 2.829 -0.879 -0.075 0.149 -0.339 0.509
H 0.584 3.276 -2.186 0.204 -0.081 0.294 0.503
O 1.467 3.157 -1.781 -0.239 -0.136 0.026 -1.005
H -4.208 0.688 2.092 -0.233 -0.549 -0.464 0.466
H -3.041 1.505 2.560 -0.384 0.051 0.120 0.498
O -4.009 1.402 2.684 0.472 0.577 0.436 -0.983
H 1.741 0.250 -2.488 0.068 -0.109 -0.117 0.472
H 2.133 1.709 -2.534 0.346 -0.320 -0.176 0.512
O 2.460 0.807 -2.816 -0.663 0.467 0.181 -0.991
H 0.471 -4.597 1.123 -0.459 0.048 -0.216 0.461
H -0.915 -4.521 0.356 0.402 0.180 0.332 0.506
O -0.061 -4.995 0.422 0.217 -0.275 -0.084 -0.988
H 0.231 3.164 1.002 0.058 -0.179 -0.191 0.473
H 1.185 1.370 1.467 0.340 -0.281 0.143 0.502
O 0.202 2.301 0.562 -0.100 0.259 0.141 -1.206
H 4.749 1.011 -0.855 0.017 0.153 0.159 0.457
H 3.938 0.427 -2.013 0.234 0.051 0.078 0.499
O 4.766 0.300 -1.496 0.016 -0.209 -0.145 -0.989
H -2.727 -1.257 2.678 -0.235 -0.244 0.192 0.474
H -2.039 -0.291 1.742 -0.375 -0.548 -0.166 0.518
O -2.625 -1.120 1.734 0.607 0.673 -0.044 -1.011
```
Forces are in eV/Å.

Calculated values
Kohn-Sham gap: 10.083 eV
Energy above the lowest of the compared OMol25 structures with the same formula, charge and spin: 0.00 kcal per mole
Total charge: -1
Maximum force: 0.031 hartree/bohr
Electronic energy: -30666.982 eV